Density functional theory data (ωB97M-V/def2-TZVPD) for a structure of composition C40H40N4PS3SbZr.

⟨S²⟩: 0.755
Frontier orbital gap (alpha / beta) in eV: 4.8 / 6.1
F_max in eV/Å: 1.944

```
! wB97M-V def2-TZVPD RIJCOSX def2/J DEFGRID3
* xyz -1 2
Zr -0.215 0.293 0.287
C -3.172 3.288 -1.812
C -1.866 3.102 -2.581
C -1.256 1.688 -2.512
N -0.178 1.515 -1.535
C 1.046 1.857 -1.924
C 1.306 2.629 -3.074
C 2.494 2.911 -3.740
C 3.747 2.351 -3.598
C 4.095 1.401 -2.639
C 3.405 1.019 -1.513
C 2.134 1.425 -1.022
N 1.789 1.332 0.244
C 2.871 1.120 1.198
C 2.457 1.513 2.607
C 1.415 0.574 3.194
N 0.135 0.676 2.506
C -0.914 1.132 3.161
C -0.895 1.738 4.440
C -1.890 1.812 5.405
C -3.154 1.249 5.406
C -3.775 0.684 4.295
C -3.385 0.727 2.975
C -2.169 1.160 2.388
N -2.017 1.556 1.137
C -3.228 1.964 0.429
C -3.006 3.316 -0.286
H -3.872 2.492 -2.091
H -3.624 4.228 -2.142
H -1.139 3.831 -2.211
H -2.048 3.339 -3.635
H -0.868 1.416 -3.494
H -2.031 0.961 -2.276
H 0.439 3.111 -3.501
H 2.391 3.629 -4.548
H 4.511 2.647 -4.306
H 5.067 0.935 -2.759
H 3.911 0.303 -0.877
H 3.733 1.718 0.892
H 3.192 0.072 1.199
H 2.063 2.533 2.597
H 3.347 1.500 3.242
H 1.297 0.758 4.259
H 1.776 -0.452 3.099
H 0.045 2.200 4.713
H -1.597 2.322 6.318
H -3.709 1.264 6.337
H -4.739 0.218 4.470
H -4.096 0.333 2.258
H -4.044 2.080 1.141
H -3.529 1.195 -0.280
H -2.000 3.662 -0.038
H -3.700 4.048 0.132
C 2.478 -2.482 -6.716
C 2.582 -1.252 -6.080
C 1.829 -0.995 -4.942
C 0.972 -1.960 -4.405
C 0.869 -3.187 -5.059
C 1.617 -3.445 -6.204
P 0.067 -1.467 -2.862
C -1.185 -2.814 -2.798
C -2.251 -2.727 -3.693
C -3.294 -3.643 -3.643
C -3.292 -4.643 -2.678
C -2.233 -4.738 -1.786
C -1.178 -3.836 -1.855
C 1.275 -2.021 -1.576
C 2.236 -2.993 -1.871
C 3.051 -3.510 -0.877
C 2.858 -3.097 0.434
C 1.897 -2.141 0.720
C 1.107 -1.515 -0.259
H 3.064 -2.690 -7.603
H 3.242 -0.487 -6.476
H 1.908 -0.027 -4.451
H 0.202 -3.949 -4.674
H 1.523 -4.406 -6.697
H -2.271 -1.920 -4.420
H -4.121 -3.556 -4.338
H -4.123 -5.334 -2.608
H -2.237 -5.497 -1.013
H -0.376 -3.897 -1.129
H 2.339 -3.362 -2.884
H 3.801 -4.256 -1.115
H 3.453 -3.526 1.234
H 1.734 -1.900 1.764
S -2.777 -5.032 2.869
Sb -3.575 -3.033 2.138
S -1.397 -1.828 1.442
S -2.265 -1.101 -0.311
*
```